[1]
The following is a DFT calculation (ωB97M-V/def2-TZVPD) of 6 unconnected molecules or ions with the total composition C37H73F2I2N6O16PS.

As for the calculated total energy: -4520.43836 hartree. The calculation puts the largest force on an atom at 3.18 eV/A. Its relative energy (zero: lowest compared OMol25 entry of this formula, charge and spin) is 0.0 kJ/mol. The HOMO-LUMO gap is 7.53 eV.

The geometry in XYZ format:
```
138
Properties=species:S:1:pos:R:3:lowdin_charge:R:1
C 1.8615 -2.1917 -0.7337 0.023
C 2.2827 -1.3598 -1.7329 -0.175
C 1.5591 -0.1246 -2.2378 -0.156
C 1.8632 1.2257 -1.5695 -0.498
N 1.0333 2.2048 -2.2232 0.150
C 1.1514 2.8440 -3.3207 -0.371
C 2.1144 3.9721 -3.5980 -0.052
C 0.1719 2.5866 -4.4394 -0.021
O 1.3298 1.0194 -0.2510 -0.010
C 1.4970 1.9422 0.7520 -0.285
F 1.7451 1.1796 1.8761 0.024
C 0.1981 2.8057 1.0611 -0.435
O 0.0282 2.7957 2.3997 -0.039
C -1.1904 3.1460 3.0502 -0.104
C -1.9040 4.4045 2.6133 -0.208
O -3.0373 4.5194 3.4497 -0.127
C -4.0822 5.2927 2.8831 -0.269
C -5.1877 4.4365 2.3027 -0.068
O -0.8599 2.6271 0.2065 -0.011
C -1.7841 1.5746 0.1750 -0.557
O -3.0127 2.1219 0.6852 -0.017
C -2.0083 1.2520 -1.2979 -0.127
C -3.2138 0.3305 -1.5645 -0.161
C -4.2730 0.9625 -2.4868 -0.144
C -4.2994 0.3728 -3.8891 -0.173
O -3.5117 1.2200 -4.7616 -0.062
C -3.3090 0.6289 -5.9586 -0.367
O -4.0140 0.7989 -6.8983 0.119
P -1.3027 -0.0037 1.1365 0.968
O -1.1255 -1.1589 0.0256 -0.251
O -2.6538 -0.4115 1.9800 -0.253
S 0.7834 4.6021 0.6335 0.730
O 1.1910 5.2031 1.8683 -0.244
O 1.7256 4.6499 -0.4411 -0.256
F -0.4930 5.3579 0.1282 -0.137
C 3.3854 1.5609 -1.5533 -0.627
I 4.3423 1.0979 -3.3936 0.949
C 4.1620 0.9656 -0.3052 -0.731
C 4.7493 2.0892 0.5767 -0.160
I 5.8076 -0.3231 -0.8742 0.784
H 1.7631 -1.8335 0.2875 0.060
H 1.5928 -3.2156 -0.9736 0.038
H 3.2073 -1.6144 -2.2552 0.052
H 1.7471 -0.0742 -3.3069 0.076
H 0.5007 -0.3180 -2.1051 0.098
H 1.9476 4.3748 -4.5974 0.076
H 1.9290 4.7786 -2.8919 0.071
H 3.1625 3.6862 -3.5397 0.012
H -0.5656 1.8626 -4.0969 0.063
H 0.7107 2.2293 -5.3155 0.093
H -0.3776 3.5032 -4.6715 0.088
H 2.3738 2.5846 0.6843 0.126
H -0.9546 3.2466 4.1079 0.146
H -1.8917 2.3102 2.9977 0.111
H -1.2509 5.2708 2.7710 0.113
H -2.1915 4.4016 1.5624 0.109
H -4.5020 5.8938 3.6930 0.120
H -3.7087 6.0084 2.1448 0.116
H -5.5150 3.6928 3.0284 0.078
H -6.0514 5.0687 2.0875 0.077
H -4.8987 3.9498 1.3718 0.062
H -3.6171 1.4043 0.8966 0.072
H -1.1117 0.7386 -1.6304 0.076
H -2.0553 2.1824 -1.8627 0.128
H -3.6691 -0.0647 -0.6559 0.099
H -2.8245 -0.5363 -2.0996 0.107
H -4.0706 2.0245 -2.6294 0.117
H -5.2797 0.8925 -2.0759 0.114
H -3.8639 -0.6313 -3.9086 0.122
H -5.3104 0.2854 -4.2893 0.127
H -2.4295 -0.0239 -6.0238 0.147
H -1.9390 -1.6750 -0.1382 0.046
H -3.1192 0.3538 2.3377 0.046
H 3.4905 2.6367 -1.4470 0.053
H 3.5232 0.2885 0.2471 0.053
H 4.2461 2.0861 1.5429 0.059
H 4.6861 3.0582 0.0860 0.082
H 5.7861 1.8717 0.8092 0.029
C 1.0309 -6.4025 -1.5427 -0.387
O 0.9124 -5.3966 -2.2204 -0.003
N 2.1962 -6.9032 -1.1121 -0.181
C 2.2703 -8.1121 -0.3172 -0.067
C 3.4252 -6.2082 -1.4632 -0.029
H 0.1585 -7.0009 -1.2195 0.123
H 2.7288 -7.9024 0.6523 0.089
H 2.8646 -8.8563 -0.8432 0.061
H 1.2674 -8.5047 -0.1528 0.079
H 3.4053 -5.1891 -1.0746 0.084
H 3.5307 -6.1584 -2.5461 0.094
H 4.2707 -6.7454 -1.0436 0.090
C -4.1188 -3.9781 0.8161 -0.341
O -3.8505 -3.0533 0.0702 -0.001
N -3.2992 -5.0145 1.0524 -0.189
C -3.6593 -6.0960 1.9464 -0.056
C -2.0058 -5.0417 0.3833 -0.031
H -5.0721 -4.0369 1.3650 0.136
H -2.9445 -6.1637 2.7684 0.091
H -3.6671 -7.0466 1.4097 0.090
H -4.6503 -5.9187 2.3583 0.083
H -1.4188 -4.1634 0.6542 0.091
H -2.1386 -5.0361 -0.6991 0.099
H -1.4676 -5.9386 0.6793 0.080
C 3.1517 -9.9541 -3.9311 -0.335
O 3.5111 -9.3290 -2.9502 0.007
N 1.8702 -10.1845 -4.2631 -0.191
C 1.5032 -10.9368 -5.4461 -0.056
C 0.8238 -9.6558 -3.4048 -0.031
H 3.8695 -10.3889 -4.6458 0.135
H 0.9030 -10.3202 -6.1175 0.091
H 0.9248 -11.8207 -5.1707 0.090
H 2.4001 -11.2556 -5.9722 0.083
H 0.9012 -8.5699 -3.3433 0.085
H 0.9215 -10.0620 -2.3971 0.090
H -0.1467 -9.9268 -3.8118 0.089
C -2.9097 9.2624 3.7069 -0.368
O -3.3884 9.5657 4.7814 0.011
N -1.6174 8.9418 3.5075 -0.195
C -1.1028 8.5850 2.2009 -0.053
C -0.7155 8.9538 4.6466 -0.039
H -3.5114 9.2229 2.7818 0.130
H -0.6873 7.5750 2.2243 0.068
H -0.3142 9.2800 1.9057 0.092
H -1.8997 8.6213 1.4608 0.084
H -1.0593 8.2527 5.4073 0.092
H -0.6852 9.9475 5.0941 0.092
H 0.2813 8.6719 4.3174 0.086
C 5.1167 1.3916 4.6957 -0.348
O 5.3635 1.0435 3.5563 0.012
N 3.9694 1.1589 5.3561 -0.194
C 3.7658 1.6125 6.7154 -0.062
C 2.9047 0.4260 4.6890 -0.026
H 5.8551 1.9385 5.3079 0.132
H 3.5769 0.7637 7.3762 0.088
H 2.9121 2.2915 6.7662 0.089
H 4.6515 2.1380 7.0660 0.081
H 3.2550 -0.5651 4.3975 0.098
H 2.5903 0.9504 3.7926 0.068
H 2.0587 0.3271 5.3646 0.088
```

---

[2]
The following is a DFT calculation (ωB97M-V/def2-TZVPD) of C4H9NO in the gas phase.

As for the calculated total energy: -287.79688 hartree. The calculation puts the largest force on an atom at 1.28 eV/A. The SMILES is CC(C)C(N)=O. Its relative energy (zero: lowest compared OMol25 entry of this formula, charge and spin) is 93.4 kJ/mol. The HOMO-LUMO gap is 10.41 eV.

The geometry in XYZ format:
```
15
Properties=species:S:1:pos:R:3:lowdin_charge:R:1
C -0.4819 -1.5277 0.2708 -0.070
C -0.4564 -0.0290 -0.2691 -0.248
C -1.3312 1.2545 0.2329 -0.053
C 0.9338 0.5873 -0.2363 -0.536
O 1.0571 1.8002 -0.2386 0.017
N 2.0626 -0.1697 -0.0971 0.155
H -0.0301 -1.6824 1.2580 0.070
H 0.0879 -2.2138 -0.3917 0.069
H -1.4794 -1.9840 0.2984 0.067
H -0.7704 -0.1378 -1.3129 0.127
H -1.0095 2.2479 -0.1437 0.076
H -2.3463 1.1550 -0.1265 0.055
H -1.2837 1.3921 1.3162 0.073
H 2.1601 -1.1049 -0.4511 0.091
H 2.8877 0.4123 -0.1092 0.107
```

---

[3]
The following is a DFT calculation (ωB97M-V/def2-TZVPD) of C4H5NO2 in the gas phase.

As for the calculated total energy: -360.59461 hartree. The calculation puts the largest force on an atom at 0.41 eV/A. The SMILES is OCc1ccon1. Its relative energy (zero: lowest compared OMol25 entry of this formula, charge and spin) is 196.4 kJ/mol. The HOMO-LUMO gap is 11.12 eV.

The geometry in XYZ format:
```
12
Properties=species:S:1:pos:R:3:lowdin_charge:R:1
O -2.3563 0.7666 -0.0227 -0.054
C -1.5298 -0.3681 0.0456 -0.209
C -0.0623 -0.0258 -0.0630 -0.268
N 0.2624 1.0903 -0.6606 0.104
O 1.6263 1.2079 -0.5658 -0.025
C 2.1026 0.1474 0.0939 -0.114
C 1.1004 -0.6987 0.4229 -0.002
H -2.0080 1.3467 -0.7140 0.080
H -1.7207 -0.8384 1.0156 0.126
H -1.7927 -1.1031 -0.7312 0.125
H 3.1648 0.1413 0.2937 0.129
H 1.2133 -1.6660 0.8856 0.109
```

---

[4]
The following is a DFT calculation (ωB97M-V/def2-TZVPD) of 3 unconnected molecules or ions with the total composition C3H10O4S.

As for the calculated total energy: -819.40808 hartree. The calculation puts the largest force on an atom at 6.39 eV/A. The SMILES is O=C(O)CCS.O.O. Its relative energy (zero: lowest compared OMol25 entry of this formula, charge and spin) is 148.9 kJ/mol. The HOMO-LUMO gap is 9.49 eV.

The geometry in XYZ format:
```
18
Properties=species:S:1:pos:R:3:lowdin_charge:R:1
O 1.7072 -2.2508 1.4581 0.095
C 1.2038 -1.2042 1.0967 -0.492
O 0.7349 -0.2881 2.0962 0.035
C 1.0966 -0.5911 -0.2261 -0.201
C -0.3777 -0.6996 -0.7064 -0.457
S -0.5160 0.6215 -2.0011 0.646
H 0.6805 -0.7604 2.9412 0.105
H 1.6083 0.3909 -0.0800 0.132
H 1.8723 -1.0894 -0.8333 0.133
H -1.0970 -0.4753 0.0108 0.045
H -0.5873 -1.5172 -1.2653 0.031
H -0.8611 1.9423 -1.4807 -0.092
H -2.6218 -1.8828 2.5007 -0.033
H -1.4252 -3.0081 2.3438 0.104
O -2.1289 -2.3789 1.9404 -0.045
H 0.0279 4.8233 -1.9034 0.054
H 0.7224 3.9131 -3.0743 0.035
O -0.0389 4.4549 -2.8171 -0.093
```